No. 1
# C28H56Br12O4

10 unconnected molecules or ions with the total composition C28H56Br12O4 at a distorted geometry (ωB97M-V/def2-TZVPD, the OMol25 dataset).

CARTESIAN COORDINATES (ANGSTROEM)
C 1.482 0.710 -5.884
C 1.679 1.530 -4.592
C 1.744 2.937 -5.188
O 2.490 2.745 -6.373
C 2.486 1.381 -6.795
H 0.502 0.975 -6.281
H 1.608 -0.361 -5.726
H 2.615 1.314 -4.078
H 0.856 1.489 -3.878
H 2.228 3.682 -4.558
H 0.735 3.264 -5.438
H 3.457 0.904 -6.665
H 2.252 1.376 -7.860
C 0.910 4.007 -1.265
C 0.773 5.312 -2.137
C 0.658 6.368 -1.050
O 0.587 5.720 0.231
C 1.294 4.450 0.163
H 1.667 3.346 -1.688
H 0.047 3.344 -1.208
H -0.045 5.339 -2.857
H 1.677 5.466 -2.725
H -0.213 7.003 -1.212
H 1.603 6.910 -1.075
H 0.806 3.759 0.851
H 2.356 4.473 0.407
C -1.484 -4.435 2.715
C -2.758 -5.128 2.338
C -3.683 -4.583 3.477
O -2.676 -4.468 4.521
C -1.323 -4.674 4.146
H -1.575 -3.358 2.578
H -0.639 -4.713 2.085
H -2.641 -6.206 2.456
H -3.117 -4.891 1.337
H -4.421 -5.313 3.810
H -4.216 -3.659 3.249
H -1.031 -5.694 4.398
H -0.715 -3.932 4.663
C 1.462 -1.495 -0.331
C 0.338 -1.668 0.664
C -0.493 -0.408 0.499
O 0.404 0.623 -0.054
C 1.347 -0.076 -0.909
H 1.446 -2.267 -1.100
H 2.518 -1.653 -0.111
H 0.619 -1.679 1.717
H -0.291 -2.518 0.399
H -1.036 -0.108 1.396
H -1.308 -0.528 -0.215
H 2.256 0.488 -1.115
H 0.950 -0.052 -1.924
Br 5.158 -0.806 -1.078
C 6.854 0.111 -0.538
C 6.784 0.548 0.926
Br 8.356 1.667 1.273
H 6.839 1.006 -1.161
H 7.696 -0.545 -0.759
H 6.826 -0.342 1.554
H 5.880 1.089 1.203
Br -0.273 1.037 3.785
C -1.748 1.293 5.115
C -1.803 0.143 6.089
Br -3.287 0.165 7.344
H -2.649 1.350 4.503
H -1.611 2.262 5.596
H -0.871 -0.052 6.620
H -2.025 -0.704 5.440
Br -3.710 -1.931 0.075
C -5.638 -1.963 -0.535
C -5.814 -1.993 -2.061
Br -5.102 -3.664 -2.927
H -6.015 -1.089 -0.003
H -6.043 -2.899 -0.151
H -5.217 -1.194 -2.502
H -6.845 -1.853 -2.386
Br 0.917 -2.164 5.772
C 2.495 -1.134 5.082
C 3.147 -1.891 3.971
Br 4.527 -0.758 3.100
H 3.156 -0.939 5.927
H 2.142 -0.155 4.761
H 2.461 -2.197 3.180
H 3.623 -2.752 4.441
Br -2.333 -0.016 -3.070
C -1.719 -1.601 -4.206
C -1.378 -2.672 -3.160
Br 0.054 -3.900 -3.861
H -0.793 -1.290 -4.689
H -2.566 -1.960 -4.791
H -2.313 -3.190 -2.948
H -0.954 -2.341 -2.212
Br -4.247 2.594 -1.029
C -2.435 2.924 -0.327
C -2.389 2.865 1.161
Br -3.326 1.290 1.864
H -2.060 3.864 -0.732
H -1.722 2.151 -0.614
H -2.861 3.731 1.624
H -1.361 2.853 1.523

* ΔE to the lowest compared entry with this formula, charge and spin: 0.0 kJ/mol
* total charge: 0
* HOMO-LUMO gap: 9.62 eV
* 2S+1: 1
* E_tot: -32289.47705 hartree

Here are the Löwdin charges for atoms 1 to 6, given in e: atom 1 (C): -0.164, atom 2 (C): -0.169, atom 3 (C): -0.214, atom 4 (O): -0.138, atom 5 (C): -0.206, atom 6 (H): 0.115

=====

No. 2
# C28H56Cl8O5

9 unconnected molecules or ions with the total composition C28H56Cl8O5 at a distorted geometry (ωB97M-V/def2-TZVPD, the OMol25 dataset).

CARTESIAN COORDINATES (ANGSTROEM)
C -4.613 -6.193 -0.417
C -4.710 -4.694 -0.817
C -3.233 -4.404 -1.147
O -2.473 -5.504 -0.599
C -3.273 -6.273 0.288
H -4.645 -6.923 -1.227
H -5.419 -6.403 0.253
H -5.070 -4.094 0.040
H -5.363 -4.528 -1.681
H -2.965 -3.493 -0.664
H -3.007 -4.354 -2.227
H -3.283 -5.867 1.262
H -2.907 -7.307 0.307
C -3.107 5.484 -2.098
C -2.657 4.111 -2.624
C -1.749 3.638 -1.457
O -1.194 4.806 -0.789
C -1.983 5.952 -1.140
H -4.009 5.416 -1.524
H -3.222 6.268 -2.848
H -2.060 4.285 -3.543
H -3.442 3.400 -2.976
H -0.940 3.057 -1.898
H -2.242 3.044 -0.692
H -1.322 6.687 -1.640
H -2.431 6.408 -0.268
C 1.401 2.043 4.284
C 0.822 1.084 3.215
C -0.707 1.187 3.396
O -0.907 2.568 3.702
C 0.185 3.053 4.439
H 2.260 2.598 3.859
H 1.591 1.538 5.208
H 1.251 0.080 3.239
H 0.921 1.494 2.222
H -1.074 0.575 4.237
H -1.341 0.910 2.520
H -0.120 3.052 5.507
H 0.439 4.106 4.107
C 1.104 0.979 -4.000
C -0.092 1.588 -4.780
C 0.461 1.406 -6.194
O 1.874 1.636 -6.093
C 2.285 1.563 -4.696
H 1.164 -0.106 -4.065
H 1.073 1.268 -2.942
H -0.224 2.641 -4.502
H -1.043 1.099 -4.615
H 0.151 2.164 -6.888
H 0.356 0.430 -6.718
H 2.497 2.562 -4.254
H 3.209 0.971 -4.654
C 4.651 0.565 3.306
C 4.833 -0.929 3.219
C 4.183 -1.400 1.921
O 3.471 -0.224 1.466
C 4.270 0.841 1.800
H 5.562 1.093 3.598
H 3.816 0.942 3.854
H 4.477 -1.491 4.069
H 5.901 -1.140 3.127
H 3.428 -2.170 1.971
H 4.923 -1.648 1.102
H 3.723 1.775 1.573
H 5.205 0.817 1.233
Cl 1.102 6.149 2.187
C 0.923 4.628 1.256
C 1.806 4.812 0.096
Cl 1.875 3.301 -0.839
H -0.141 4.565 1.038
H 1.118 3.782 1.951
H 2.827 5.048 0.358
H 1.345 5.588 -0.531
Cl -3.705 -2.473 1.745
C -2.329 -2.454 2.913
C -1.118 -3.034 2.185
Cl 0.386 -3.247 3.188
H -2.628 -3.148 3.726
H -2.130 -1.467 3.345
H -0.815 -2.352 1.378
H -1.342 -4.022 1.795
Cl 2.710 -4.828 -1.763
C 0.946 -5.150 -1.555
C 0.834 -6.456 -0.734
Cl 1.043 -7.875 -1.828
H 0.533 -5.198 -2.549
H 0.487 -4.401 -0.895
H -0.179 -6.543 -0.322
H 1.646 -6.496 0.031
Cl -2.137 -0.049 -0.071
C -0.488 0.451 -0.494
C 0.630 -0.510 -0.361
Cl 0.546 -1.783 -1.554
H -0.141 1.297 0.086
H -0.572 0.722 -1.532
H 0.739 -0.927 0.677
H 1.566 0.031 -0.573

* ΔE to the lowest compared entry with this formula, charge and spin: 0.0 kJ/mol
* total charge: 0
* HOMO-LUMO gap: 9.88 eV
* 2S+1: 1
* E_tot: -5158.09952 hartree

Here are the Löwdin charges for atoms 1 to 6, given in e: atom 1 (C): -0.160, atom 2 (C): -0.153, atom 3 (C): -0.193, atom 4 (O): -0.179, atom 5 (C): -0.209, atom 6 (H): 0.118

=====

No. 3
# C28H56CoKO25P

A molecular structure, C28H56CoKO25P at a distorted geometry (ωB97M-V/def2-TZVPD, the OMol25 dataset).

CARTESIAN COORDINATES (ANGSTROEM)
Co 0.174 -0.562 1.073
K -3.733 0.393 -1.083
P -0.640 -0.397 -1.021
O -1.315 -0.117 -2.348
O -1.503 -0.059 0.277
O 0.589 0.459 -0.555
O -0.103 -1.813 -0.562
C -1.025 4.064 0.013
C -0.755 2.728 0.715
O -0.536 2.999 2.104
C 0.170 2.179 2.857
O 0.481 1.060 2.521
O 0.405 2.784 3.985
C 1.087 2.085 5.007
H -0.315 4.820 0.355
H -2.023 4.489 0.123
H -0.849 3.902 -1.053
H 0.107 2.259 0.244
H -1.632 2.101 0.580
H 1.870 2.687 5.470
H 1.579 1.208 4.597
H 0.398 1.838 5.814
C -2.284 -4.222 -2.204
C -3.027 -2.902 -2.331
O -4.371 -3.239 -2.743
C -5.255 -2.315 -2.967
O -5.149 -1.111 -2.889
O -6.404 -2.912 -3.298
C -7.548 -2.110 -3.577
H -2.416 -4.897 -3.049
H -2.610 -4.777 -1.321
H -1.213 -4.046 -2.106
H -2.517 -2.378 -3.140
H -2.956 -2.300 -1.428
H -7.560 -1.700 -4.586
H -7.478 -1.251 -2.907
H -8.424 -2.717 -3.384
C 4.453 0.570 3.817
C 4.111 -0.919 3.841
O 4.284 -1.486 2.553
C 3.406 -1.260 1.610
O 2.311 -0.749 1.713
O 3.878 -1.704 0.464
C 2.965 -1.783 -0.628
H 3.800 1.175 3.190
H 5.436 0.676 3.347
H 4.508 0.960 4.832
H 3.074 -1.018 4.172
H 4.756 -1.450 4.533
H 2.730 -0.748 -0.906
H 1.983 -2.227 -0.459
H 3.405 -2.195 -1.533
C 3.758 -5.928 -6.894
C 3.584 -5.353 -5.493
O 2.584 -4.343 -5.524
C 1.981 -4.024 -4.382
O 1.935 -4.661 -3.360
O 1.296 -2.895 -4.615
C 0.677 -2.218 -3.498
H 2.834 -6.305 -7.332
H 4.498 -6.730 -6.941
H 4.203 -5.194 -7.571
H 4.546 -4.933 -5.205
H 3.264 -6.171 -4.849
H -0.135 -2.651 -2.928
H 0.364 -1.293 -3.976
H 1.487 -1.925 -2.829
C 0.631 -3.514 6.236
C 0.536 -2.954 4.820
O -0.707 -3.280 4.252
C -1.010 -2.665 3.120
O -0.282 -1.916 2.525
O -2.245 -2.923 2.809
C -2.668 -2.602 1.480
H 0.821 -4.588 6.160
H -0.201 -3.290 6.900
H 1.529 -3.180 6.763
H 1.401 -3.366 4.294
H 0.740 -1.881 4.870
H -3.078 -1.597 1.423
H -3.482 -3.305 1.292
H -1.887 -2.744 0.734
C 3.127 2.571 0.434
C 3.289 4.068 0.686
O 2.968 4.323 2.083
C 3.976 4.757 2.849
O 5.113 4.888 2.493
O 3.458 4.980 4.051
C 4.365 5.339 5.088
H 2.153 2.299 0.841
H 3.842 1.934 0.953
H 3.165 2.480 -0.650
H 2.500 4.598 0.153
H 4.251 4.455 0.362
H 5.209 5.922 4.721
H 4.790 4.437 5.533
H 3.810 5.896 5.835
C -5.417 5.373 -0.817
C -5.578 5.122 -2.308
O -4.300 4.959 -2.948
C -3.766 3.764 -2.830
O -4.231 2.812 -2.239
O -2.669 3.713 -3.557
C -1.913 2.512 -3.507
H -4.659 6.110 -0.546
H -5.118 4.442 -0.334
H -6.326 5.759 -0.354
H -6.039 5.985 -2.792
H -6.249 4.315 -2.597
H -2.423 1.705 -4.035
H -1.638 2.246 -2.492
H -0.990 2.591 -4.082

* total charge: 0
* HOMO-LUMO gap (spin up / spin down): 7.48 / 7.44 eV
* 2S+1: 4
* <S²>: 3.756
* E_tot: -5305.80684 hartree

Here are the Löwdin charges for atoms 1 to 6, given in e: atom 1 (Co): 0.662, atom 2 (K): 0.855, atom 3 (P): 0.062, atom 4 (O): -0.377, atom 5 (O): -0.514, atom 6 (O): -0.394

=====

No. 4
# C28H56O21

7 unconnected molecules or ions with the total composition C28H56O21 at a distorted geometry (ωB97M-V/def2-TZVPD, the OMol25 dataset).

CARTESIAN COORDINATES (ANGSTROEM)
C 0.604 -0.782 -1.948
C 1.302 0.339 -1.196
O 0.741 0.339 0.125
C 1.162 1.288 0.946
O 1.973 2.142 0.695
O 0.541 1.134 2.112
C 0.850 2.133 3.069
H 0.948 -1.737 -1.553
H 0.794 -0.758 -3.018
H -0.466 -0.659 -1.756
H 1.171 1.303 -1.682
H 2.368 0.125 -1.086
H 0.789 3.147 2.682
H 1.921 2.041 3.314
H 0.372 1.952 4.024
C 0.958 -2.007 -8.726
C 1.264 -1.822 -7.274
O 0.867 -0.507 -6.885
C 1.438 0.025 -5.818
O 2.291 -0.444 -5.104
O 0.908 1.235 -5.649
C 1.519 2.091 -4.679
H -0.075 -1.739 -8.972
H 1.106 -3.035 -9.049
H 1.566 -1.336 -9.336
H 2.343 -1.905 -7.099
H 0.849 -2.591 -6.620
H 2.372 1.640 -4.180
H 0.722 2.387 -4.007
H 1.901 2.960 -5.216
C -0.751 -0.405 6.133
C -1.274 -1.806 6.369
O -0.167 -2.710 6.328
C -0.054 -3.576 7.320
O -0.703 -3.596 8.331
O 0.926 -4.431 7.019
C 1.283 -5.336 8.042
H -1.518 0.254 5.725
H 0.119 -0.417 5.475
H -0.439 0.069 7.065
H -1.990 -2.111 5.612
H -1.701 -1.829 7.368
H 1.417 -4.851 9.008
H 2.256 -5.748 7.769
H 0.583 -6.165 8.133
C -3.416 2.934 -1.333
C -2.621 1.780 -1.960
O -2.888 1.708 -3.364
C -2.201 2.506 -4.150
O -1.333 3.277 -3.830
O -2.631 2.321 -5.404
C -2.051 3.151 -6.385
H -3.178 3.015 -0.275
H -4.471 2.745 -1.521
H -3.080 3.859 -1.802
H -2.858 0.818 -1.523
H -1.550 1.963 -1.825
H -0.962 3.212 -6.292
H -2.422 4.176 -6.377
H -2.227 2.703 -7.361
C -2.547 7.029 8.418
C -1.421 6.646 9.351
O -0.543 5.640 8.809
C 0.053 5.879 7.650
O 0.088 6.917 7.052
O 0.641 4.754 7.251
C 1.172 4.795 5.917
H -3.240 7.677 8.960
H -3.104 6.180 8.023
H -2.179 7.598 7.566
H -1.798 6.185 10.260
H -0.825 7.524 9.606
H 0.449 5.223 5.224
H 1.368 3.760 5.658
H 2.079 5.396 5.910
C 2.146 -3.700 -4.249
C 3.350 -3.153 -3.515
O 2.992 -3.260 -2.127
C 3.904 -2.860 -1.246
O 5.025 -2.526 -1.506
O 3.350 -2.869 -0.035
C 4.244 -2.798 1.072
H 2.189 -3.842 -5.327
H 1.295 -3.029 -4.089
H 1.813 -4.661 -3.848
H 3.492 -2.117 -3.820
H 4.257 -3.720 -3.718
H 3.798 -3.381 1.871
H 4.373 -1.759 1.362
H 5.195 -3.255 0.803
C -3.209 -5.477 -1.809
C -2.509 -4.158 -1.625
O -1.901 -3.745 -2.858
C -2.187 -2.535 -3.313
O -2.893 -1.716 -2.777
O -1.572 -2.404 -4.478
C -1.783 -1.182 -5.182
H -3.507 -5.840 -0.824
H -2.587 -6.221 -2.303
H -4.124 -5.363 -2.392
H -1.707 -4.215 -0.889
H -3.227 -3.397 -1.315
H -1.411 -1.215 -6.192
H -1.352 -0.338 -4.632
H -2.848 -0.935 -5.105

* ΔE to the lowest compared entry with this formula, charge and spin: 32.5 kJ/mol
* total charge: 0
* HOMO-LUMO gap: 11.17 eV
* 2S+1: 1
* E_tot: -2680.59798 hartree

Here are the Löwdin charges for atoms 1 to 6, given in e: atom 1 (C): -0.028, atom 2 (C): -0.189, atom 3 (O): 0.043, atom 4 (C): -0.617, atom 5 (O): 0.129, atom 6 (O): 0.012